[1]
This record from the Open Molecules 2025 dataset describes a molecular structure, C2H2IN. The level of theory is ωB97M-V with the def2-TZVPD basis set.

Each line ends with the Löwdin spin population.
Positions of all 6 atoms, in Å:
C  0.01  0.80  -0.05  0.15
C  0.86  -0.38  0.23  0.79
N  0.02  1.11  1.16  0.86
I  2.85  0.15  -0.36  0.14
H  -0.39  1.32  -0.95  0.04
H  0.72  -1.42  0.71  0.02

Computed properties:
ΔE to the lowest compared entry with this formula, charge and spin ... 251.66 kJ/mol
2S+1 ... 3

***

[2]
This record from the Open Molecules 2025 dataset describes 2 unconnected molecules or ions with the total composition C2H2INO2. The level of theory is ωB97M-V with the def2-TZVPD basis set.

Each line ends with the Löwdin charge.
Positions of all 8 atoms, in Å:
C  -0.62  0.37  -1.45  0.17
C  0.44  0.32  -0.88  -0.04
N  1.53  0.31  0.00  -0.40
O  1.12  0.14  1.17  0.04
O  2.63  0.53  -0.39  0.14
I  -2.57  -1.48  1.51  0.30
H  -1.17  -0.77  2.23  -0.26
H  -1.36  0.58  -2.18  0.05

Computed properties:
ΔE to the lowest compared entry with this formula, charge and spin ... 597.85 kJ/mol
Structure (SMILES) ... C#C[N+](=O)[O-].I

***

[3]
This record from the Open Molecules 2025 dataset describes C2H2INO2 in the gas phase. The level of theory is ωB97M-V with the def2-TZVPD basis set.

Each line ends with the Löwdin spin population.
Positions of all 8 atoms, in Å:
C  0.04  -1.48  -0.15  0.07
C  -1.16  0.76  0.15  0.64
N  -0.09  0.07  0.09  0.39
O  1.05  0.60  0.12  0.65
O  -0.74  -2.28  0.13  0.11
I  -3.13  -0.10  0.02  0.10
H  1.12  -1.41  -0.51  0.00
H  -1.20  1.76  0.34  0.04

Computed properties:
ΔE to the lowest compared entry with this formula, charge and spin ... 0.00 kJ/mol
2S+1 ... 3

***

[4]
This record from the Open Molecules 2025 dataset describes 2 unconnected molecules or ions with the total composition C2H2INO2S. The level of theory is ωB97M-V with the def2-TZVPD basis set.

Each line ends with the Löwdin charge.
Positions of all 9 atoms, in Å:
C  0.14  -1.61  0.57  -0.31
C  0.65  -0.39  0.00  -0.33
N  -0.38  -2.43  1.17  0.18
O  -1.41  -0.17  -1.54  -0.25
O  0.64  1.21  -2.05  -0.25
S  -0.05  0.21  -1.36  0.76
I  -0.87  2.35  2.04  0.47
H  1.80  -0.24  0.05  0.14
H  -0.52  1.08  1.13  -0.41

Computed properties:
ΔE to the lowest compared entry with this formula, charge and spin ... 146.78 kJ/mol
Structure (SMILES) ... N#CC=S(=O)=O.I

***

[5]
This record from the Open Molecules 2025 dataset describes a gas-phase ion, C2H2INO3P (charge -1). The level of theory is ωB97M-V with the def2-TZVPD basis set.

Each line ends with the Löwdin charge.
Positions of all 10 atoms, in Å:
C  -1.93  -0.21  0.63  -0.45
C  0.00  -0.24  -0.88  -0.27
N  -1.18  -0.37  -0.41  0.09
O  1.03  1.45  0.99  -0.40
O  2.38  1.40  -1.14  -0.42
O  -3.04  0.25  0.70  0.01
P  1.42  0.75  -0.21  0.02
I  2.48  -1.48  0.47  0.27
H  -1.58  -0.71  1.49  0.12
H  0.41  -0.83  -1.64  0.03

Computed properties:
ΔE to the lowest compared entry with this formula, charge and spin ... 48.19 kJ/mol
Total charge ... -1
Structure (SMILES) ... O=C/N=C\[P@](=O)([O-])I

***

[6]
This record from the Open Molecules 2025 dataset describes a molecular structure, C2H2IrO. The level of theory is ωB97M-V with the def2-TZVPD basis set.

Each line ends with the Löwdin spin population.
Positions of all 6 atoms, in Å:
C  -0.76  0.70  -0.05  0.40
C  -0.59  -0.58  0.01  0.48
H  -1.60  1.40  -0.10  0.05
H  -1.21  -1.49  0.04  0.06
O  2.86  -0.36  -0.15  1.24
Ir  1.31  0.34  0.25  2.77

Computed properties:
2S+1 ... 6

***

Table of energy (a.u.), in record order: -429.6487, -580.1217, -580.1320, -978.4170, -997.0718, -256.6607
Table of max |F| (eV/Å), in record order: 5.88, 3.53, 8.28, 3.05, 5.16, 2.02